This record from the OMol25 dataset describes a structure of composition C27H42F2LiN4O6S2. The level of theory is ωB97M-V with the def2-TZVPD basis set.

Its gap between HOMO and LUMO is 4.62 eV.

The geometry in ORCA input format:
```
! wB97M-V def2-TZVPD RIJCOSX def2/J DEFGRID3
* xyz 1 1
C 1.2193 -4.9124 2.1904
C 0.2608 -4.8284 1.1477
C 0.6527 -4.8856 -0.4310
C -0.4066 -3.9284 -1.1894
O -0.3892 -2.5953 -0.6217
C 0.7490 -1.8380 -1.1049
C 1.4740 -0.9773 0.0817
O 1.4012 -1.8551 1.2786
C 0.3959 -1.3819 2.1715
N -0.5143 -0.8580 2.7861
O 0.7744 0.2487 0.3369
C 1.6565 1.3419 0.6931
C 0.6882 2.4820 1.3521
C -0.5192 2.9150 0.3430
C -1.8651 3.3457 1.1119
C -2.8707 2.1413 1.4535
C -3.0773 1.0634 0.2826
C -3.4314 1.6747 -1.1594
C -4.8047 2.5092 -1.2284
S -6.2935 1.5151 -1.7499
C -6.9187 0.4877 -0.3586
N -8.0976 -0.3704 -0.4697
N -8.2457 -1.0192 0.7348
C -7.1850 -0.5754 1.6203
O -6.3584 0.3715 0.9378
C 2.4732 1.9960 -0.5340
C 1.7134 1.9873 -1.9532
C 2.6058 1.4891 -3.2000
C 4.0657 2.1724 -3.2811
C 2.7194 -0.1133 -3.3059
C 2.7569 0.9587 1.8257
S 3.7862 2.4508 2.3615
C 4.0676 2.1417 4.1854
C 2.6314 2.2634 4.9105
N -0.2803 -3.9249 -2.6874
C 0.8447 -4.7476 -3.1717
O 1.9001 -4.2210 -3.6007
F 0.8027 -6.1892 -3.2385
C -1.5510 -4.2301 -3.3714
O -2.3224 -3.2612 -3.5982
F -1.9548 -5.5198 -3.8083
H 2.3556 -4.8927 2.0029
H 0.8637 -5.0054 3.2845
H -0.8405 -4.7112 1.4519
H 1.7401 -4.5424 -0.5122
H 0.4888 -5.9800 -0.7396
H -1.4529 -4.3599 -0.9374
H 0.4170 -1.0746 -1.9051
H 1.5870 -2.5038 -1.5409
H 2.5650 -0.8473 -0.2490
H 1.2461 3.4478 1.5996
H 0.1893 1.9719 2.2494
H -0.6860 2.1598 -0.5062
H -0.1298 3.8777 -0.1811
H -1.5549 3.9093 2.0732
H -2.3760 4.1483 0.4471
H -3.8850 2.6098 1.7416
H -2.4686 1.5970 2.3975
H -2.0693 0.4953 0.1757
H -3.8487 0.2809 0.6033
H -3.4252 0.8024 -1.9114
H -2.5871 2.4034 -1.4846
H -4.6581 3.3043 -2.0615
H -5.0538 3.0790 -0.2664
H -6.9614 -0.9089 2.6962
H 3.5370 1.5387 -0.5897
H 2.6476 3.1093 -0.2538
H 1.4241 3.0863 -2.1884
H 0.7252 1.4030 -1.9656
H 2.0409 1.8359 -4.1543
H 4.7016 1.8843 -2.3678
H 4.5689 1.7516 -4.2378
H 4.0050 3.3220 -3.4082
H 1.7320 -0.5909 -3.6251
H 3.1358 -0.5119 -2.3131
H 3.5258 -0.3370 -4.1019
H 2.2783 0.5048 2.7756
H 3.5461 0.1965 1.4434
H 4.4940 1.0712 4.3114
H 4.8224 2.9471 4.5366
H 2.5886 1.4408 5.7279
H 1.7354 2.0557 4.2147
H 2.4530 3.2994 5.3631
Li 4.0303 -0.5906 4.6646
*
```



This record from the OMol25 dataset describes a cluster of 5 separate species, C27H42F3NO9 in total. The level of theory is ωB97M-V with the def2-TZVPD basis set.

For the energy above the lowest of the compared OMol25 structures with the same formula, charge and spin, the calculation gives 0.000 eV. Its gap between HOMO and LUMO is 9.60 eV. Its SMILES is CC[C@@H](C)[C@H]1NC(=O)C[C@H]1CCC(F)(F)F.O=C1CCCO1.O=C1CCCO1.O=C1CCCO1.O=C1CCCO1.

The geometry in ORCA input format:
```
! wB97M-V def2-TZVPD RIJCOSX def2/J DEFGRID3
* xyz 0 1
C 3.2918 1.9574 3.1278
C 1.9130 1.9408 2.4685
C 1.9445 1.3363 1.0566
C 2.2618 -0.1556 1.1348
C 0.6175 1.5375 0.2605
N -0.5200 1.9127 1.1092
C -0.8044 3.2447 1.0547
O -1.2795 3.9003 1.9490
C -0.4211 3.7129 -0.3230
C 0.5610 2.6514 -0.8666
C 1.8824 3.2931 -1.3115
C 2.5395 2.6664 -2.5359
C 3.2029 1.3373 -2.3415
F 4.1307 1.3599 -1.3623
F 3.8342 0.9370 -3.4695
F 2.3230 0.3612 -2.0181
H 3.3294 2.6829 3.9414
H 4.0673 2.2286 2.4055
H 3.5603 0.9820 3.5352
H 1.2332 1.3517 3.0936
H 1.5224 2.9611 2.4332
H 2.7657 1.8457 0.5518
H 2.1745 -0.6420 0.1642
H 1.5589 -0.6210 1.8294
H 3.2752 -0.3302 1.5011
H 0.3816 0.5736 -0.1916
H -0.5769 1.4942 2.0264
H -0.0160 4.7224 -0.2682
H -1.3265 3.7563 -0.9308
H 0.1078 2.1799 -1.7389
H 1.6649 4.3183 -1.6123
H 2.5910 3.3628 -0.4864
H 1.7999 2.5474 -3.3286
H 3.3173 3.3334 -2.9138
O 0.4439 -3.0662 0.8654
C -0.5971 -2.6441 1.2881
C -1.9888 -3.1757 1.0483
C -2.8889 -2.0220 1.4725
C -2.0262 -1.3417 2.5276
O -0.6592 -1.5616 2.0989
H -2.1304 -4.0558 1.6800
H -2.1103 -3.4702 0.0103
H -3.8577 -2.3260 1.8596
H -3.0437 -1.3451 0.6309
H -2.1520 -1.7913 3.5117
H -2.1856 -0.2676 2.5931
O 0.6316 4.2596 -4.4732
C 0.7968 4.2763 -5.6590
C 1.9536 4.8686 -6.4410
C 1.4073 4.9402 -7.8638
C 0.4045 3.7900 -7.8658
O -0.0847 3.7141 -6.5148
H 2.7976 4.1804 -6.3538
H 2.2426 5.8245 -6.0129
H 2.1621 4.8398 -8.6402
H 0.8855 5.8860 -8.0138
H 0.8734 2.8348 -8.1110
H -0.4499 3.9445 -8.5193
O -2.5686 -3.6583 -2.3424
C -1.5558 -4.2973 -2.3546
C -0.1459 -3.8249 -2.6495
C 0.6144 -5.1269 -2.8804
C -0.1788 -6.1000 -2.0138
O -1.5339 -5.6136 -2.0400
H 0.2133 -3.2930 -1.7643
H -0.1506 -3.1412 -3.4941
H 1.6653 -5.0848 -2.6039
H 0.5453 -5.4208 -3.9289
H 0.1630 -6.0936 -0.9770
H -0.1872 -7.1222 -2.3835
O -3.8924 -3.0158 4.5843
C -3.8493 -2.9385 5.7785
C -2.8964 -3.6303 6.7345
C -3.5851 -3.4664 8.0862
C -4.3675 -2.1731 7.8777
O -4.7001 -2.1557 6.4777
H -1.9405 -3.1037 6.6882
H -2.7374 -4.6590 6.4231
H -2.9049 -3.4133 8.9330
H -4.2759 -4.2935 8.2533
H -3.7664 -1.2876 8.0945
H -5.2961 -2.1182 8.4394
*
```



This record from the OMol25 dataset describes a structure of composition C27H42IO21S. The level of theory is ωB97M-V with the def2-TZVPD basis set.

For the energy above the lowest of the compared OMol25 structures with the same formula, charge and spin, the calculation gives 0.000 eV. Its gap between HOMO and LUMO is 7.70 eV.

The geometry in ORCA input format:
```
! wB97M-V def2-TZVPD RIJCOSX def2/J DEFGRID3
* xyz -1 1
C -4.5458 -2.5748 -4.4100
C -3.6501 -3.0102 -3.2507
C -4.1705 -2.5371 -1.8681
I -4.7326 -4.3088 -0.7410
S -2.8057 -1.7590 -0.9490
O -2.1014 -0.8415 -1.8396
O -3.3435 -1.0977 0.2314
O -1.9600 -2.8415 -0.5320
H -4.0872 -2.9540 -5.3323
H -4.6152 -1.4894 -4.5146
H -5.5372 -3.0379 -4.3570
H -2.6496 -2.5994 -3.4003
H -3.5667 -4.0950 -3.2404
H -5.0439 -1.8922 -1.9265
C -5.6056 -3.6044 -10.3770
C -4.3132 -4.0782 -9.7572
C -4.3793 -5.4687 -9.1704
O -3.4151 -5.4027 -8.1167
C -3.3322 -4.1032 -7.7242
O -2.7785 -3.7299 -6.7451
O -3.9751 -3.2930 -8.6058
H -5.4678 -2.6304 -10.8466
H -5.9571 -4.3067 -11.1336
H -6.3764 -3.4826 -9.6151
H -3.4945 -3.9926 -10.4775
H -4.1107 -6.2419 -9.8871
H -5.3548 -5.7047 -8.7372
C 0.2105 -0.4066 1.4111
C -0.3089 0.8933 1.9516
C -0.6700 1.9024 0.8947
O -0.4278 3.1555 1.5726
C 0.5112 2.9222 2.5129
O 1.0970 3.7724 3.1157
O 0.7186 1.6027 2.6850
H 0.3792 -1.1201 2.2162
H -0.5000 -0.8291 0.7088
H 1.1678 -0.2634 0.9150
H -1.1491 0.7165 2.6271
H -1.7072 1.8246 0.5791
H -0.0235 1.8545 0.0152
C 4.5750 3.4882 5.2055
C 4.1361 2.0671 5.4572
C 2.6433 1.8889 5.5192
O 2.5044 0.7636 6.4082
C 3.5957 0.7601 7.2151
O 3.7043 0.0890 8.1922
O 4.5390 1.6218 6.7666
H 5.6594 3.5380 5.0945
H 4.1131 3.8812 4.2995
H 4.3130 4.1289 6.0487
H 4.5830 1.3965 4.7187
H 2.2114 1.6685 4.5469
H 2.1215 2.7446 5.9555
C 0.1680 1.0461 -3.0408
C 0.2963 0.9244 -4.5352
C 0.8606 -0.3947 -4.9986
O 1.5162 -0.0327 -6.2262
C 1.8605 1.2745 -6.1305
O 2.5894 1.8344 -6.8880
O 1.2699 1.8544 -5.0609
H -0.3166 1.9863 -2.7737
H -0.4229 0.2232 -2.6383
H 1.1529 1.0515 -2.5665
H -0.6630 1.1341 -5.0147
H 0.0913 -1.1413 -5.1791
H 1.6053 -0.8068 -4.3138
C 0.2115 0.2472 8.2887
C -0.7486 1.4096 8.2793
C -0.3604 2.5369 9.2039
O -1.6303 3.1024 9.5515
C -2.5573 2.1142 9.4366
O -3.6723 2.1922 9.8390
O -2.0352 1.0345 8.8079
H -0.0826 -0.4949 7.5466
H 1.2238 0.5720 8.0655
H 0.2029 -0.2559 9.2573
H -0.8963 1.7701 7.2571
H 0.2696 3.2806 8.7201
H 0.1299 2.1913 10.1174
C 5.2566 3.0516 0.3482
C 5.3044 1.5815 0.6886
C 4.9459 0.6663 -0.4587
O 4.3900 -0.4677 0.2151
C 3.8880 -0.0297 1.3991
O 3.1829 -0.6625 2.1098
O 4.2991 1.2432 1.6548
H 5.5983 3.6496 1.1935
H 5.8890 3.2748 -0.5116
H 4.2344 3.3643 0.1320
H 6.2802 1.3217 1.1100
H 5.8105 0.3738 -1.0506
H 4.1846 1.0871 -1.1206
*
```